Entry 1:
105
Properties=species:S:1:pos:R:3 method="wB97M-V/def2-TZVPD" multiplicity=3 total_energy_ev=-118391.123 s2=2.0032
Ag -3.01465 2.19989 1.04453
N -1.63834 0.96319 0.07055
S -1.60615 0.27194 -1.29516
O -1.40041 -1.16314 -1.50956
O -1.10705 1.16396 -2.31763
F -3.18964 0.42810 -1.55053
S -0.13073 0.31051 0.46735
O 1.02160 0.51581 -0.41570
O -0.19798 -0.97858 1.19290
F 0.20292 1.29420 1.71570
Cl 3.28923 2.33939 0.97449
C 3.26101 1.61738 2.63266
C 3.51799 0.10747 2.62153
Cl 5.16037 -0.10339 1.97381
H 2.29817 1.80029 3.10971
H 4.05772 2.12182 3.17936
H 2.83069 -0.42321 1.96267
H 3.42643 -0.40693 3.57815
C -0.45579 1.11796 -5.69595
C 0.87189 0.31559 -6.03357
C 1.30315 -0.39775 -4.78569
O 0.68796 -0.66881 -6.96656
H -1.39093 0.55829 -5.67655
H -0.53699 1.80514 -6.53814
H -0.40956 1.72327 -4.79065
H 1.66284 1.01299 -6.30948
H 2.17363 -1.04956 -4.86011
H 0.41612 -0.96110 -4.49601
H 1.48502 0.29959 -3.96793
H 0.03584 -1.28770 -6.62994
C -2.28622 4.04308 5.25312
C -1.53626 3.86890 3.90424
C -0.02254 3.73464 4.12245
O -2.02912 2.76174 3.21056
H -1.92370 4.83777 5.90517
H -2.21362 3.12315 5.83327
H -3.36313 4.14652 5.12023
H -1.75717 4.72893 3.27207
H 0.49040 3.57126 3.17467
H 0.30555 3.08995 4.93782
H 0.17050 4.76299 4.42794
H -1.84766 1.96553 3.71525
O -0.63748 -4.10885 -3.86625
C 0.23422 -4.17911 -2.99240
N 0.39363 -3.16192 -2.17783
C 1.08622 -5.38086 -2.72474
H -0.16952 -2.35975 -2.42171
H 1.21234 -3.06408 -1.59452
H 0.85896 -5.81860 -1.75272
H 2.12063 -5.04087 -2.67465
H 0.97787 -6.11092 -3.52684
O -1.33633 0.57906 5.20321
C -0.46576 -0.20278 5.07211
N -0.30229 -0.78827 3.89901
C 0.53422 -0.55666 6.19404
H -0.86159 -0.47606 3.11810
H 0.51704 -1.36154 3.75701
H 0.88182 0.34434 6.69947
H 1.50561 -0.91990 5.85858
H 0.01159 -1.29856 6.79782
O 2.64357 -2.57240 -0.53744
C 3.57333 -1.97888 -1.12313
N 3.52391 -0.76000 -1.51829
C 4.77501 -2.80860 -1.44214
H 2.88822 -0.16877 -1.00212
H 4.25764 -0.41137 -2.11846
H 5.19644 -3.49351 -0.70634
H 5.56575 -2.22626 -1.91511
H 4.45913 -3.40622 -2.29722
O -4.22352 -6.12092 -1.00653
C -3.57140 -5.28001 -1.60392
N -3.22310 -5.49410 -2.85030
C -3.06548 -4.08965 -0.95886
H -3.57015 -6.33496 -3.28919
H -2.45192 -4.91980 -3.15942
H -2.37219 -3.48299 -1.54146
H -2.38589 -4.41506 -0.17123
H -3.88511 -3.41171 -0.72077
O 1.87649 -2.65438 3.95780
C 2.13289 -3.52358 3.14474
N 3.30120 -4.15410 3.13429
C 1.19166 -3.99223 2.04881
H 3.99058 -3.89599 3.82585
H 3.48432 -5.01592 2.64048
H 0.45752 -4.71066 2.41348
H 1.79515 -4.59306 1.36846
H 0.80719 -3.16347 1.45429
O -1.38462 3.89249 0.65031
C -0.52705 4.36491 -0.06182
N -0.28063 3.88003 -1.27344
C 0.28888 5.58403 0.36539
H -0.79892 3.10201 -1.65576
H 0.37253 4.39510 -1.84631
H 0.91296 5.98591 -0.43280
H 0.97620 5.36250 1.18187
H -0.39204 6.40621 0.58556
O -3.73978 3.26175 -0.97782
C -4.30758 3.96948 -1.81580
N -5.63726 3.90438 -1.81142
C -3.52543 4.84058 -2.73998
H -6.25019 4.26817 -2.52701
H -6.04910 3.32127 -1.09695
H -3.16658 4.30741 -3.62035
H -2.66350 5.33138 -2.28798
H -4.17167 5.64524 -3.09070



Entry 2:
106
Properties=species:S:1:pos:R:3 method="wB97M-V/def2-TZVPD" multiplicity=5 total_energy_ev=-129016.350 s2=6.0093
Cr 0.65695 0.83893 -2.52479
B -0.82755 -0.09229 -0.29553
F -1.15596 0.73879 -1.34777
F -0.19554 0.62405 0.69960
F -1.83291 -0.90026 0.19057
F 0.18535 -0.81380 -0.77494
C -2.91459 3.10568 -1.61565
F -3.67424 4.18175 -1.47923
F -2.87269 2.39964 -0.45979
F -3.30940 2.36153 -2.67568
S -1.06281 3.72163 -1.92113
O -1.20544 5.12348 -2.33472
O -0.37846 3.43257 -0.62784
N -0.31181 2.48651 -3.06594
S -0.65326 3.29424 -4.39329
O -0.46680 2.29019 -5.36681
O -1.85412 4.07760 -4.71597
C 0.86763 4.51313 -4.60009
F 1.77613 4.20884 -3.68182
F 1.47549 4.39726 -5.81461
F 0.39211 5.82582 -4.51443
C 1.53676 -3.27914 0.89686
C 0.18308 -3.00019 1.61833
C -1.14800 -3.69755 1.07313
O -1.08276 -5.05013 1.40767
C -2.14592 -5.90913 0.84304
N 0.50221 -3.24102 2.99997
H 2.25169 -2.58387 1.33683
H 1.49604 -3.06434 -0.17099
H 1.88808 -4.30057 1.04298
H -0.05316 -1.93610 1.61820
H -1.30884 -3.39571 0.03818
H -2.05044 -3.34352 1.57149
H -1.79826 -6.92738 1.01738
H -2.46499 -5.65199 -0.16700
H -3.06747 -5.85445 1.42256
H -0.28179 -3.25540 3.63655
H 0.76741 -4.21120 2.90758
C -1.79793 0.61718 4.14366
C -2.83318 1.35477 3.27255
C -2.27649 2.80386 2.87570
O -3.41175 3.49224 2.38495
C -3.15790 4.79685 1.86560
N -3.15515 0.48616 2.14517
H -2.21567 -0.34206 4.44938
H -1.57067 0.97786 5.14684
H -0.92643 0.60386 3.48914
H -3.80328 1.53562 3.73547
H -1.38072 2.82818 2.25513
H -1.87970 3.19954 3.81063
H -2.83060 5.35346 2.74376
H -3.95958 5.31566 1.34002
H -2.29353 4.71971 1.20605
H -2.36174 0.23286 1.57382
H -3.68914 0.99072 1.45208
C 3.61723 1.44617 0.48316
C 2.94038 1.06669 -0.83729
C 3.10049 -0.40916 -1.14852
O 2.11805 -0.68433 -2.19826
C 2.39002 -1.98522 -2.71194
N 1.60174 1.57496 -0.86099
H 3.70598 2.53165 0.43907
H 4.64349 1.07945 0.50344
H 3.04077 1.09749 1.34002
H 3.30803 1.75867 -1.59499
H 2.80695 -1.03292 -0.30421
H 4.04364 -0.78553 -1.54465
H 3.41199 -2.11816 -3.06693
H 1.92305 -2.07994 -3.69228
H 1.94395 -2.84260 -2.20794
H 1.67181 2.55198 -0.61478
H 1.24349 1.33457 0.05222
C -2.12204 -1.35375 -3.09992
C -1.30370 -0.98179 -4.37964
C -2.40561 -0.43601 -5.42965
O -2.81393 0.89984 -5.11911
C -3.94035 1.46804 -5.79552
N -0.10633 -0.16240 -4.28643
H -2.86502 -2.12736 -3.29383
H -2.57938 -0.48434 -2.62762
H -1.46670 -1.67708 -2.29117
H -0.91975 -1.97193 -4.62521
H -3.22863 -1.15056 -5.41652
H -2.03134 -0.40229 -6.45282
H -3.97509 2.55366 -5.70438
H -4.79514 1.13833 -5.20500
H -4.25895 1.09680 -6.76958
H -0.50683 0.58328 -4.83749
H 0.35682 -0.43043 -5.14303
C 2.53845 -0.63363 5.97757
C 2.86266 -0.47140 4.42383
C 3.74795 -1.61160 3.91798
O 4.87164 -1.82819 4.83886
C 5.46885 -3.10435 4.82120
N 1.63313 -0.33218 3.68208
H 3.34553 -0.78428 6.69453
H 1.97330 -1.53772 6.20416
H 1.98084 0.24123 6.31190
H 3.52650 0.38733 4.32382
H 4.21000 -1.35837 2.96379
H 3.16576 -2.53305 3.90874
H 4.71757 -3.86601 5.02992
H 6.32108 -3.03905 5.49762
H 5.86862 -3.33538 3.83383
H 1.74586 -0.11806 2.70149
H 1.15450 -1.22089 3.64732



Entry 3:
89
Properties=species:S:1:pos:R:3 method="wB97M-V/def2-TZVPD" total_charge=+1 total_energy_ev=-54821.392
C -5.03901 1.82731 -1.75169
N -3.69574 1.64173 -1.19116
C -3.69676 0.46227 -0.27468
C -3.21172 2.75867 -0.51027
O -2.03209 3.03060 -0.38354
C -4.24556 3.65307 0.17330
S -3.32555 4.72159 1.29940
H -5.26367 0.98940 -2.39556
H -5.07598 2.74563 -2.32473
H -5.82809 1.84479 -0.99346
H -4.26523 -0.31863 -0.74807
H -2.68589 0.13770 -0.06901
H -4.14389 0.75002 0.67986
H -4.85850 4.22832 -0.50582
H -4.90127 3.04751 0.79385
H -2.87759 5.68945 0.48088
H -4.33584 5.33687 1.93923
C 3.75173 -1.15110 -3.85359
O 3.73904 0.11304 -3.21477
C 2.70288 0.98004 -3.65486
C 1.67652 1.19265 -2.56273
N 0.90372 -0.01884 -2.32142
C 0.04328 0.03554 -1.14651
C 0.69743 0.16485 0.22525
O 1.44244 -0.96426 0.62307
C 2.79233 -0.99187 0.19108
H 4.66460 -1.66000 -3.54877
H 2.89550 -1.76781 -3.55987
H 3.75728 -1.04410 -4.94139
H 2.23291 0.60365 -4.56710
H 3.16531 1.94345 -3.88888
H 0.99386 1.99169 -2.86719
H 2.21447 1.53074 -1.66533
H 1.54027 -0.79809 -2.21939
H -0.54632 -0.88635 -1.14298
H -0.66225 0.86404 -1.27397
H -0.11055 0.25524 0.95988
H 1.30067 1.07649 0.31612
H 3.21139 0.01433 0.11365
H 2.89988 -1.50646 -0.76796
H 3.36304 -1.54978 0.93264
C 5.83438 0.99002 -1.09650
O 6.78754 2.01752 -1.29312
C 6.51202 3.21484 -0.58179
C 7.51846 3.43899 0.52493
N 7.34505 2.46663 1.59615
C 8.40553 2.47460 2.60042
C 9.81295 2.09019 2.15869
O 9.94785 0.73682 1.77382
C 9.63868 0.44945 0.42288
H 6.06139 0.19175 -1.79756
H 5.88360 0.58713 -0.07631
H 4.82364 1.34630 -1.29654
H 5.49284 3.20831 -0.18270
H 6.58853 4.04014 -1.29609
H 7.37903 4.44384 0.93464
H 8.51911 3.39351 0.07463
H 7.29392 1.54155 1.19132
H 8.10771 1.77849 3.38786
H 8.44278 3.46913 3.05590
H 10.46865 2.21875 3.02344
H 10.20043 2.75098 1.37402
H 9.87032 1.29088 -0.23492
H 8.58802 0.17057 0.29782
H 10.24532 -0.40432 0.12152
C -9.89895 -3.78188 1.20410
O -9.04380 -3.76835 2.33167
C -8.39208 -5.00865 2.58484
C -6.90386 -4.89385 2.34351
N -6.61164 -4.72882 0.92468
C -5.22447 -4.39364 0.62728
C -4.68507 -3.06613 1.14587
O -5.27763 -1.91908 0.54428
C -6.48517 -1.47986 1.14143
H -10.44300 -2.83896 1.19699
H -9.34016 -3.87107 0.26553
H -10.62060 -4.60043 1.26473
H -8.82579 -5.81008 1.98183
H -8.55589 -5.25375 3.63727
H -6.41229 -5.80134 2.70366
H -6.53888 -4.05001 2.94604
H -7.20871 -4.00381 0.55087
H -5.11798 -4.39269 -0.46019
H -4.58386 -5.19533 1.00503
H -3.62448 -3.02154 0.88413
H -4.73958 -2.98762 2.23688
H -6.50880 -1.68749 2.21303
H -7.36042 -1.92742 0.66624
H -6.55172 -0.39763 0.99432



Entry 4:
94
Properties=species:S:1:pos:R:3 method="wB97M-V/def2-TZVPD" total_energy_ev=-129487.954
C 2.81861 -0.47538 0.82359
O 2.90540 0.92376 0.77709
C 4.10921 1.34022 0.17720
C 3.95739 2.77015 -0.32323
C 2.70056 2.95750 -1.17368
C 2.31175 1.72643 -1.93954
O 3.03080 1.07956 -2.65528
Br 0.42358 1.23505 -1.71149
O 5.07825 3.04057 -1.15348
C 6.23819 3.52577 -0.51015
P 3.74098 3.87709 1.15785
O 2.37845 3.71853 1.67521
O 4.82575 3.46568 2.24675
O 4.00903 5.41021 0.79252
H 3.67403 -0.89575 1.35306
H 1.91084 -0.75538 1.33676
H 2.78627 -0.90457 -0.17810
H 4.91754 1.26832 0.90373
H 4.33095 0.69374 -0.66640
H 2.96092 3.70240 -1.91943
H 1.88125 3.35603 -0.59964
H 6.15538 4.58739 -0.29683
H 7.05324 3.41362 -1.21174
H 6.50233 2.95277 0.37244
H 5.32541 4.24305 2.51687
H 3.14208 5.79247 0.62630
C -3.24007 5.28877 1.92066
C -3.76588 4.67258 0.62779
C -3.15892 3.30121 0.29599
O -1.84463 3.33881 -0.20864
C -0.83524 3.46881 0.77864
N -3.58449 5.63359 -0.46469
H -2.24630 5.71604 1.79444
H -3.89677 6.09670 2.24347
H -3.19693 4.54936 2.72255
H -4.84115 4.51575 0.75725
H -3.75768 2.85190 -0.49985
H -3.21716 2.62248 1.15824
H -1.10026 2.95603 1.70705
H -0.63059 4.52363 0.98145
H 0.07443 3.02182 0.38668
H -4.03622 5.27560 -1.30109
H -2.59601 5.64203 -0.70046
C -4.63024 0.14710 -1.86988
C -3.26686 -0.49329 -2.11323
C -3.30486 -2.02701 -2.17130
O -3.43282 -2.66753 -0.91857
C -4.75181 -2.73732 -0.40490
N -2.31966 -0.00246 -1.10823
H -4.93453 0.07742 -0.82582
H -4.59400 1.20649 -2.12290
H -5.40277 -0.31821 -2.48556
H -2.91788 -0.15080 -3.09229
H -2.34878 -2.37102 -2.57440
H -4.08744 -2.37710 -2.85909
H -5.49028 -2.86253 -1.20191
H -4.99275 -1.85149 0.18760
H -4.80668 -3.60199 0.25434
H -1.39261 -0.34681 -1.34229
H -2.53915 -0.46747 -0.23057
C -7.95478 -5.06757 -2.20180
C -6.85750 -5.87013 -1.50886
C -6.85589 -7.36184 -1.87095
O -7.87019 -8.12540 -1.25054
C -9.14092 -8.06605 -1.87043
N -6.95089 -5.65083 -0.06263
H -8.92810 -5.22037 -1.73723
H -7.73569 -4.00166 -2.13770
H -8.03173 -5.33128 -3.25837
H -5.89729 -5.46589 -1.84446
H -5.91556 -7.79227 -1.51749
H -6.88377 -7.50461 -2.95954
H -9.05405 -7.98418 -2.95763
H -9.73489 -7.23358 -1.48602
H -9.66553 -8.99057 -1.63125
H -6.15431 -6.09027 0.39009
H -7.74980 -6.17682 0.28044
C 9.39211 -0.95318 3.41130
C 8.69434 -1.23175 2.08349
C 8.58106 -0.00258 1.17127
O 7.58696 0.92893 1.55249
C 7.95642 1.83448 2.57602
N 7.39071 -1.84554 2.35219
H 8.73779 -0.44294 4.11733
H 9.69417 -1.89024 3.87721
H 10.28746 -0.34476 3.26885
H 9.30123 -1.96459 1.54425
H 8.28536 -0.34713 0.17708
H 9.55091 0.50043 1.06024
H 9.01184 2.11413 2.51229
H 7.73959 1.42719 3.56570
H 7.34881 2.72891 2.44395
H 6.97120 -2.14096 1.47525
H 6.76969 -1.11745 2.69459



Entry 5:
99
Properties=species:S:1:pos:R:3 method="wB97M-V/def2-TZVPD" total_charge=+1 total_energy_ev=-110202.438
C 2.17581 -0.32057 -1.30841
C 1.18452 0.78816 -1.89598
C -0.06963 0.06907 -2.48737
F 0.36011 -0.52927 -3.69047
N -1.27153 0.93494 -2.78638
S -1.78867 0.51405 -4.46004
C -1.08394 2.41449 -2.64518
C -0.24682 3.08837 -3.83119
C 0.78142 4.14491 -3.20582
C 0.08588 5.24761 -2.30964
O 0.90170 5.40721 -1.11974
C 0.29013 4.74773 -0.00456
C -2.41546 0.43724 -1.89244
N -3.74215 0.86900 -2.41167
C -4.31574 1.77505 -1.35420
H 1.64135 -1.25866 -1.02258
H 3.05236 -0.46919 -1.97950
H 2.57854 0.11684 -0.35508
H 0.97752 1.51921 -1.08191
H 1.73670 1.24254 -2.76550
H -0.29646 -0.80178 -1.81409
H -2.80287 1.38313 -4.79436
H -2.11341 2.86318 -2.74720
H -0.72853 2.74250 -1.63517
H -0.94842 3.58154 -4.55625
H 0.40625 2.33361 -4.35114
H 1.25248 4.66501 -4.08517
H 1.54380 3.57043 -2.61316
H -0.96849 5.01595 -2.01394
H 0.12397 6.21821 -2.87169
H 0.84234 5.10457 0.90853
H 0.45144 3.62907 -0.02944
H -0.78606 5.02036 0.13658
H -2.45462 -0.68689 -1.88462
H -2.24032 0.78761 -0.83874
H -4.35761 0.05100 -2.39568
H -4.33060 1.25226 -0.36269
H -3.72006 2.71964 -1.24068
H -5.36675 2.08401 -1.57792
O 0.80152 -2.70728 0.93142
S -0.01809 -2.14388 1.97434
O -0.11474 -0.72041 2.16782
O 0.36029 -2.83761 3.37058
C 1.72846 -2.78516 3.81202
C 2.10931 -1.40346 4.31121
C -1.65471 -2.79634 1.83264
H 2.39846 -3.11645 3.01851
H 1.82441 -3.49838 4.63087
H 2.08834 -0.67033 3.50310
H 3.11632 -1.40985 4.73011
H 1.40688 -1.06283 5.07424
H -1.59884 -3.87577 1.71689
H -2.11192 -2.34658 0.95240
H -2.22000 -2.52512 2.72195
O -3.67980 -4.83088 -0.17425
S -3.90314 -5.71965 -1.28387
O -4.93018 -6.72095 -1.24948
O -2.50716 -6.41316 -1.68625
C -1.79207 -7.14120 -0.67552
C -2.44669 -8.47339 -0.36091
C -4.11320 -4.76403 -2.75784
H -1.68167 -6.53226 0.22576
H -0.79004 -7.31835 -1.06869
H -3.42810 -8.33474 0.09448
H -1.83415 -9.04877 0.33454
H -2.59268 -9.05438 -1.27307
H -3.32153 -4.02056 -2.81566
H -5.08594 -4.27796 -2.69444
H -4.08854 -5.43231 -3.61614
O 4.10357 -4.71605 2.92315
S 3.86850 -5.59526 1.80874
O 2.83091 -6.58944 1.83465
O 5.25683 -6.29802 1.39532
C 5.96691 -7.04150 2.39633
C 5.30039 -8.37064 2.70016
C 3.66091 -4.62225 0.34713
H 6.08532 -6.44203 3.30269
H 6.96615 -7.22448 1.99881
H 4.32148 -8.22687 3.15939
H 5.90911 -8.95852 3.38865
H 5.14654 -8.94174 1.78289
H 4.45851 -3.88479 0.29522
H 2.69190 -4.12813 0.41991
H 3.67718 -5.28178 -0.51842
O -2.05466 10.16841 0.60989
S -1.23780 9.18447 1.26302
O -1.69433 8.47786 2.42861
O 0.20704 9.82435 1.57261
C 0.26322 11.02895 2.35007
C -0.02026 10.77389 3.81895
C -0.70441 7.99274 0.06978
H -0.41863 11.77829 1.93995
H 1.27522 11.42214 2.24349
H -1.04703 10.43903 3.97165
H 0.12454 11.68387 4.40300
H 0.63583 9.99254 4.20682
H -0.32397 8.51152 -0.80664
H -1.56991 7.38716 -0.19632
H 0.06200 7.36620 0.51824